No. 1
Entry from the Open Molecules 2025 dataset: C3H7N3S in the gas phase at a distorted geometry (wB97M-V/def2-TZVPD).

ORCA input file:
```
! wB97M-V def2-TZVPD RIJCOSX def2/J DEFGRID3
* xyz 0 1
C -2.4096 -0.9912 -0.5211
C -1.2717 -0.1302 -0.0192
C 1.1166 -0.7793 0.6180
H -3.0712 -0.3600 -1.0833
H -2.9935 -1.4295 0.3394
H -2.2359 -1.8339 -1.2638
H -0.5068 -1.5466 1.4073
H 1.5013 -1.3983 1.4096
H -0.3690 2.8639 0.0983
H 0.7260 1.4714 0.2479
N -0.2346 -0.7687 0.7624
N -1.3162 1.1790 -0.1914
N -0.2310 1.9058 0.4031
S 2.1756 -0.1610 -0.5275
*
```

Results
- structure (SMILES) = C/C(=N/N)NC=S
- gap between HOMO and LUMO (eV) = 8.9139
- E (a.u.) = -680.90667
- LUMO energy (eV) = 0.284
- relative energy (zero: lowest compared OMol25 entry of this formula, charge and spin) (kcal/mol) = 47.4


No. 2
Entry from the Open Molecules 2025 dataset: C3H7N3S in the gas phase at a distorted geometry (wB97M-V/def2-TZVPD).

ORCA input file:
```
! wB97M-V def2-TZVPD RIJCOSX def2/J DEFGRID3
* xyz 0 3
C -0.4762 1.6833 0.0154
C -1.0031 0.2702 0.3858
C 0.1396 -1.7569 -0.2573
N 0.9041 1.5063 -0.2591
N 0.1596 -0.5012 0.3343
N 1.2323 0.3171 0.0181
S 2.7772 -0.3156 -0.0788
H -0.8470 2.2922 -0.7509
H -0.4297 2.2853 0.8657
H -1.4467 0.3385 1.4311
H -1.7406 -0.0797 -0.3166
H -0.9238 -2.0626 -0.3968
H 0.7341 -1.6904 -1.2297
H 0.9202 -2.2864 0.2390
*
```

Results
- gap between HOMO and LUMO (spin up / spin down) (eV) = 6.7488 / 5.2453
- E (a.u.) = -680.72457
- LUMO energy (spin up / spin down) (eV) = 0.897 / -2.818
- relative energy (zero: lowest compared OMol25 entry of this formula, charge and spin) (kcal/mol) = 40.8


Look up the E of the first one. -680.90667 a.u.


Repeat the first record exactly.
Entry from the Open Molecules 2025 dataset: C3H7N3S in the gas phase at a distorted geometry (wB97M-V/def2-TZVPD).

ORCA input file:
```
! wB97M-V def2-TZVPD RIJCOSX def2/J DEFGRID3
* xyz 0 1
C -2.4096 -0.9912 -0.5211
C -1.2717 -0.1302 -0.0192
C 1.1166 -0.7793 0.6180
H -3.0712 -0.3600 -1.0833
H -2.9935 -1.4295 0.3394
H -2.2359 -1.8339 -1.2638
H -0.5068 -1.5466 1.4073
H 1.5013 -1.3983 1.4096
H -0.3690 2.8639 0.0983
H 0.7260 1.4714 0.2479
N -0.2346 -0.7687 0.7624
N -1.3162 1.1790 -0.1914
N -0.2310 1.9058 0.4031
S 2.1756 -0.1610 -0.5275
*
```

Results
- structure (SMILES) = C/C(=N/N)NC=S
- gap between HOMO and LUMO (eV) = 8.9139
- E (a.u.) = -680.90667
- LUMO energy (eV) = 0.284
- relative energy (zero: lowest compared OMol25 entry of this formula, charge and spin) (kcal/mol) = 47.4